{"formula": "C3H6O2", "method": "the ωB97M-V functional and the def2-TZVPD basis", "charge": 0, "e_above_lowest_ev": 1.5819, "lumo_ha": 0.0352, "multiplicity": 1, "elements": ["C", "C", "O", "C", "O", "H", "H", "H", "H", "H", "H"], "positions_angstrom": [[0.64341, 0.33219, -1.16109], [0.17816, 0.00224, 0.23075], [1.19757, -0.55641, 0.98278], [-1.21962, -0.31202, 0.52971], [-0.61306, 0.93331, 0.92655], [1.63501, 0.78946, -1.12613], [-0.05650, 1.02010, -1.64069], [0.70738, -0.58260, -1.75696], [0.96386, -0.40318, 1.90893], [-1.44213, -1.01209, 1.33509], [-1.99408, -0.21101, -0.22894]], "atomic_forces_ev_per_a": [[0.02, 0.05, -0.02], [-0.06, -0.10, -0.33], [-0.03, 0.03, 0.20], [-0.20, -0.20, -0.03], [0.05, 0.23, 0.09], [-0.13, 0.00, 0.02], [0.05, -0.12, 0.08], [0.02, 0.10, 0.08], [0.10, -0.12, -0.09], [0.05, 0.18, -0.06], [0.13, -0.05, 0.05]], "lowdin_charge": [0.01, -0.62, 0.05, -0.06, 0.00, 0.09, 0.09, 0.09, 0.11, 0.12, 0.12]}

***

{"formula": "C45H68IN6O10", "method": "the ωB97M-V functional and the def2-TZVPD basis", "charge": 1, "lumo_ha": -0.1666, "multiplicity": 1, "elements": ["C", "C", "C", "C", "C", "C", "C", "C", "C", "C", "C", "C", "C", "C", "O", "C", "C", "O", "C", "C", "O", "C", "C", "N", "C", "N", "I", "C", "C", "O", "N", "C", "C", "C", "C", "H", "H", "H", "H", "H", "H", "H", "H", "H", "H", "H", "H", "H", "H", "H", "H", "H", "H", "H", "H", "H", "H", "H", "H", "H", "H", "H", "H", "H", "H", "H", "H", "H", "H", "H", "H", "H", "H", "H", "H", "H", "H", "H", "H", "H", "H", "H", "H", "H", "H", "H", "H", "H", "C", "C", "C", "C", "C", "C", "N", "O", "O", "H", "H", "H", "H", "H", "C", "C", "C", "C", "C", "C", "N", "O", "O", "H", "H", "H", "H", "H", "C", "C", "C", "C", "C", "C", "N", "O", "O", "H", "H", "H", "H", "H"], "positions_angstrom": [[10.76888, 3.05862, 2.51931], [10.70205, 1.77286, 1.68665], [10.20659, 0.60963, 2.54331], [10.07047, -0.68058, 1.72942], [10.15779, -2.01036, 2.51086], [9.78809, -1.95419, 3.99471], [8.26240, -1.93264, 4.24064], [7.73488, -0.63643, 4.89939], [6.80777, 0.12492, 3.93777], [6.40961, 1.51766, 4.44731], [4.88882, 1.70853, 4.46894], [4.25592, 1.54105, 3.11536], [2.68524, 1.43474, 3.10723], [2.00579, 1.12829, 4.43672], [0.60955, 1.13608, 4.30805], [0.08939, 0.03252, 3.59432], [-1.43129, 0.00184, 3.76023], [-2.07549, -0.15316, 2.51586], [-2.19981, -1.51085, 2.09589], [-3.57281, -2.07575, 2.40930], [-4.57565, -1.79907, 1.46195], [-4.35118, -2.28911, 0.15057], [-4.13704, -3.78565, 0.02991], [2.24300, 2.80756, 2.71026], [3.42961, 3.50699, 2.53349], [3.52522, 4.77719, 2.75291], [1.82574, 5.82816, 3.26763], [4.81893, 5.46090, 2.63771], [4.94537, 6.49659, 3.76950], [5.16743, 6.14532, 4.92334], [4.52603, 2.69691, 2.20477], [4.38900, 2.37733, 0.74508], [5.70880, 2.56880, -0.02385], [6.37884, 1.20090, -0.23247], [5.36792, 3.14328, -1.40995], [11.59641, 2.97687, 3.22181], [10.91673, 3.93839, 1.89998], [9.86724, 3.20073, 3.11440], [10.02419, 1.93495, 0.84870], [11.70715, 1.56751, 1.32699], [10.93050, 0.48783, 3.34558], [9.23455, 0.89529, 2.94179], [10.88957, -0.67307, 1.00900], [9.16608, -0.64209, 1.12285], [11.12638, -2.48603, 2.38209], [9.44493, -2.69925, 2.05638], [10.15997, -2.87590, 4.44043], [10.27918, -1.14864, 4.53040], [7.72597, -2.09617, 3.30766], [8.01507, -2.76064, 4.89999], [7.13985, -0.89005, 5.77584], [8.55727, 0.00498, 5.20546], [5.94328, -0.52275, 3.78356], [7.32226, 0.16161, 2.97716], [6.87476, 2.28739, 3.83628], [6.75285, 1.59970, 5.47508], [4.47878, 0.93320, 5.11530], [4.61902, 2.66552, 4.92108], [4.62460, 0.68025, 2.56666], [2.42437, 0.71160, 2.34067], [2.24686, 1.94905, 5.10896], [2.37110, 0.20044, 4.88230], [0.55750, -0.89167, 3.94936], [0.27968, 0.08497, 2.51809], [-1.72179, -0.78048, 4.46089], [-1.73741, 0.96721, 4.15405], [-1.46408, -2.12815, 2.61939], [-1.94385, -1.55690, 1.04108], [-3.50891, -3.14121, 2.63938], [-3.90396, -1.59523, 3.32877], [-3.56531, -1.71942, -0.34816], [-5.25820, -2.05065, -0.39185], [-3.71523, -3.98109, -0.95593], [-3.43331, -4.19677, 0.74802], [-5.06816, -4.34136, 0.07614], [1.68228, 2.79998, 1.86644], [5.62617, 4.74795, 2.74815], [4.86505, 5.97486, 1.68024], [4.83222, 7.56380, 3.51226], [4.03380, 1.35881, 0.59232], [3.64059, 3.03993, 0.30814], [6.37124, 3.22393, 0.53317], [7.18273, 1.29145, -0.95548], [5.64982, 0.51149, -0.65628], [6.74776, 0.78539, 0.70316], [6.14288, 2.92433, -2.13474], [5.17697, 4.21407, -1.37552], [4.44833, 2.66910, -1.75378], [-7.53313, -0.46531, -0.53129], [-7.47940, 0.60813, -1.40755], [-8.44197, 0.74944, -2.39303], [-9.44716, -0.19394, -2.47867], [-9.51698, -1.27509, -1.61606], [-8.54923, -1.40841, -0.63645], [-10.47415, -0.04595, -3.51767], [-10.37009, 0.87959, -4.29130], [-11.36309, -0.87479, -3.55564], [-6.78143, -0.56759, 0.24140], [-6.68655, 1.33785, -1.32648], [-8.40318, 1.58168, -3.07603], [-10.30982, -2.00227, -1.70551], [-8.58674, -2.24577, 0.04667], [-11.81891, -4.04750, -4.39679], [-11.02810, -3.42453, -5.35221], [-10.63162, -4.12061, -6.48248], [-11.03557, -5.43302, -6.63712], [-11.81775, -6.07228, -5.69469], [-12.20991, -5.36933, -4.56652], [-10.62618, -6.16548, -7.84561], [-9.92139, -5.58327, -8.64276], [-11.01408, -7.30538, -7.97156], [-12.13315, -3.49633, -3.52058], [-10.73109, -2.39682, -5.21798], [-10.01785, -3.64734, -7.23300], [-12.11990, -7.09917, -5.83473], [-12.82516, -5.85320, -3.82080], [-7.99549, -0.11575, -8.99406], [-8.34072, -0.67878, -7.77310], [-7.71143, -0.26274, -6.61226], [-6.74340, 0.72060, -6.69707], [-6.38217, 1.29168, -7.90331], [-7.01520, 0.86552, -9.05876], [-6.08986, 1.18343, -5.46672], [-6.41339, 0.65367, -4.42170], [-5.27406, 2.07472, -5.55649], [-8.49335, -0.44167, -9.89733], [-9.10470, -1.44116, -7.72611], [-7.97550, -0.69614, -5.65901], [-5.62228, 2.05714, -7.94518], [-6.74640, 1.30213, -10.01024]], "atomic_forces_ev_per_a": [[0.11, -0.32, -0.03], [-0.35, 0.52, 0.64], [0.19, 0.00, -0.80], [0.59, -0.01, 0.11], [-0.53, 0.20, 0.03], [-0.33, -0.73, -0.21], [0.27, 0.55, 0.66], [-0.47, -0.22, -0.63], [0.51, -0.23, 0.23], [-0.46, -0.43, -0.14], [0.43, -0.21, 0.07], [-0.73, -0.16, -0.87], [0.29, 0.27, 0.06], [0.07, 0.28, -0.15], [0.01, -0.03, 0.00], [-0.13, -0.42, -0.03], [0.13, 0.19, -0.23], [-0.07, -0.10, -0.17], [0.24, -0.04, 0.35], [-0.09, 0.16, 0.18], [-0.11, 0.03, -0.01], [-0.28, -0.06, -0.07], [0.28, -0.05, -0.38], [0.84, -0.31, 0.00], [-0.39, -0.37, -0.18], [0.03, -0.24, -0.10], [0.23, 0.03, -0.12], [-0.25, 1.04, 0.30], [0.43, -0.61, 2.20], [-0.48, 0.53, -2.30], [-0.38, 0.16, 0.71], [0.77, 0.62, 0.03], [-0.30, -0.75, -0.74], [-0.16, 0.40, 0.17], [-0.20, -0.06, 0.46], [0.08, 0.17, 0.09], [0.09, 0.12, -0.03], [-0.17, 0.03, -0.03], [0.07, -0.14, -0.27], [0.00, -0.16, -0.35], [-0.11, -0.09, 0.29], [0.05, -0.01, 0.43], [0.01, -0.07, -0.16], [-0.21, 0.04, 0.04], [0.25, 0.22, 0.05], [0.08, -0.20, -0.10], [0.17, -0.02, 0.07], [0.07, 0.17, -0.01], [-0.03, -0.10, -0.14], [-0.08, -0.17, -0.05], [0.13, 0.11, 0.27], [0.10, 0.07, 0.12], [-0.23, 0.05, -0.03], [-0.12, 0.20, -0.17], [0.14, 0.19, 0.09], [0.18, 0.31, 0.06], [-0.07, -0.03, 0.13], [-0.04, 0.13, -0.03], [0.32, -0.25, 0.35], [-0.33, -0.02, -0.07], [0.01, -0.01, 0.20], [-0.02, -0.20, -0.09], [0.05, -0.05, 0.12], [0.11, 0.24, -0.08], [-0.15, -0.03, 0.12], [-0.06, 0.06, 0.11], [0.12, -0.04, 0.03], [-0.13, 0.01, -0.15], [0.05, -0.18, -0.22], [-0.09, 0.04, 0.08], [0.28, -0.05, 0.09], [-0.16, 0.16, -0.09], [0.02, -0.05, -0.09], [0.04, 0.01, 0.13], [-0.12, -0.02, 0.27], [-0.45, 0.35, 0.17], [-0.03, -0.28, -0.10], [0.06, -0.08, -0.16], [0.07, -0.13, -0.03], [-0.14, -0.11, 0.20], [-0.12, 0.12, 0.02], [0.04, 0.17, 0.08], [0.29, -0.08, 0.11], [-0.04, -0.14, -0.05], [0.13, -0.10, 0.04], [0.14, 0.15, -0.10], [0.06, 0.12, -0.04], [-0.02, -0.07, -0.24], [0.01, 0.01, 0.06], [-0.03, -0.08, 0.08], [0.01, 0.16, 0.06], [0.10, -0.01, 0.18], [-0.06, -0.18, 0.05], [0.08, 0.08, -0.02], [0.07, -0.08, 0.02], [0.03, 0.17, -0.14], [-0.14, -0.05, 0.07], [-0.02, 0.01, 0.04], [0.02, 0.01, -0.03], [-0.10, -0.02, -0.07], [-0.05, 0.06, -0.08], [-0.01, -0.01, 0.01], [-0.01, -0.02, 0.03], [-0.01, -0.17, -0.05], [0.08, 0.18, 0.02], [-0.06, 0.09, 0.12], [-0.12, -0.15, 0.11], [0.06, 0.11, -0.01], [0.03, 0.03, 0.06], [0.11, 0.11, -0.13], [-0.08, -0.20, 0.00], [0.00, 0.03, -0.01], [-0.02, 0.06, -0.01], [0.01, -0.10, -0.09], [0.05, -0.01, -0.11], [-0.01, -0.02, 0.00], [0.00, 0.01, 0.00], [0.05, 0.05, -0.08], [-0.14, -0.14, 0.09], [-0.08, -0.06, -0.15], [0.10, 0.12, -0.13], [-0.07, -0.08, 0.02], [-0.07, -0.01, -0.03], [0.07, -0.10, 0.06], [0.16, 0.13, -0.03], [0.00, -0.01, -0.01], [-0.03, -0.01, 0.01], [0.07, 0.07, 0.05], [0.01, 0.01, 0.11], [0.01, 0.01, 0.00]], "lowdin_charge": [-0.11, -0.26, -0.23, -0.19, -0.19, -0.20, -0.18, -0.20, -0.22, -0.17, -0.14, -0.22, -0.19, -0.18, -0.12, -0.18, -0.18, -0.14, -0.18, -0.19, -0.14, -0.27, -0.06, 0.10, -0.42, -0.36, 1.12, -0.15, -0.27, 0.06, 0.01, -0.11, -0.39, -0.06, -0.06, 0.07, 0.07, 0.06, 0.10, 0.11, 0.12, 0.08, 0.11, 0.10, 0.11, 0.10, 0.11, 0.09, 0.10, 0.10, 0.11, 0.11, 0.11, 0.08, 0.10, 0.12, 0.12, 0.13, 0.14, 0.14, 0.14, 0.14, 0.13, 0.12, 0.13, 0.13, 0.13, 0.12, 0.12, 0.13, 0.11, 0.10, 0.08, 0.07, 0.08, 0.15, 0.13, 0.13, 0.12, 0.13, 0.12, 0.13, 0.08, 0.09, 0.06, 0.08, 0.08, 0.08, -0.07, -0.06, -0.02, -0.14, 0.00, -0.06, -0.34, 0.09, 0.05, 0.10, 0.11, 0.11, 0.11, 0.11, -0.06, -0.06, 0.00, -0.15, 0.00, -0.06, -0.36, 0.08, 0.08, 0.10, 0.08, 0.10, 0.12, 0.11, -0.06, -0.05, 0.00, -0.14, 0.00, -0.06, -0.34, 0.06, 0.08, 0.11, 0.10, 0.11, 0.12, 0.11]}

***

| no. | total energy (eV) |
| --- | --- |
| 1 | -7302.0962 |
| 2 | -85266.7857 |